Record 1
DFT (ωB97M-V/def2-TZVPD) results for a molecular structure, C67H67GeN6O2P3Ti.

```
147
C67H67GeN6O2P3Ti, DFT ωB97M-V/def2-TZVPD
Ti -0.14 -0.71 0.49
C -4.44 -0.82 -1.87
N -3.30 -0.59 -0.98
P -2.28 -1.86 -0.45
C -1.81 -2.69 -2.00
C -1.39 -4.02 -2.02
C -0.84 -4.57 -3.17
C -0.67 -3.79 -4.30
C -1.05 -2.45 -4.28
C -1.61 -1.91 -3.13
C -3.49 -3.01 0.33
C -3.79 -2.76 1.67
C -4.76 -3.49 2.34
C -5.44 -4.50 1.68
C -5.14 -4.78 0.36
C -4.17 -4.03 -0.31
P -2.74 0.96 -0.39
C -3.84 1.18 1.11
C -3.51 2.11 2.10
C -4.29 2.24 3.24
C -5.42 1.45 3.42
C -5.75 0.51 2.45
C -4.96 0.38 1.31
C -3.69 1.96 -1.62
C -3.12 2.07 -2.89
C -3.72 2.83 -3.88
C -4.90 3.52 -3.61
C -5.47 3.43 -2.35
C -4.87 2.66 -1.36
H -4.68 -1.88 -1.89
H -4.23 -0.50 -2.89
H -5.32 -0.28 -1.53
H -1.45 -4.62 -1.12
H -0.51 -5.60 -3.16
H -0.21 -4.21 -5.19
H -0.86 -1.82 -5.14
H -1.84 -0.85 -3.09
H -3.25 -1.97 2.18
H -4.99 -3.26 3.37
H -6.20 -5.08 2.20
H -5.66 -5.57 -0.16
H -3.95 -4.25 -1.35
H -2.63 2.72 1.98
H -4.01 2.96 4.00
H -6.02 1.55 4.31
H -6.61 -0.13 2.58
H -5.22 -0.37 0.58
H -2.19 1.54 -3.09
H -3.26 2.90 -4.86
H -5.37 4.12 -4.38
H -6.39 3.96 -2.14
H -5.32 2.61 -0.38
O 1.85 -4.02 -0.35
C 1.28 -2.98 -0.66
O 0.25 -2.53 0.06
C 1.64 -2.23 -1.86
C 2.41 -2.84 -2.84
C 2.62 -2.33 -4.09
C 1.94 -1.11 -4.45
C 1.97 -0.57 -5.75
C 1.28 0.59 -6.08
C 0.55 1.26 -5.10
C 0.51 0.75 -3.81
C 1.18 -0.42 -3.48
N 1.11 -0.89 -2.12
H 2.83 -3.80 -2.55
H 3.23 -2.84 -4.83
H 2.55 -1.09 -6.50
H 1.32 0.97 -7.09
H 0.02 2.18 -5.34
H -0.01 1.27 -3.01
C 4.97 -1.12 3.11
C 3.51 -1.44 2.97
C 2.67 -2.27 3.68
C 1.41 -2.17 3.05
N 1.49 -1.32 2.03
N 2.76 -0.90 2.01
C 0.15 -2.88 3.40
H 5.39 -1.66 3.96
H 5.12 -0.05 3.27
H 5.51 -1.40 2.20
H 2.92 -2.89 4.53
H 3.06 -0.28 1.27
H 0.38 -3.88 3.77
H -0.48 -2.98 2.51
H -0.41 -2.34 4.17
C -2.36 5.14 -0.38
P -1.12 3.82 0.00
C -0.11 3.93 -1.54
C -0.07 4.81 1.14
H -1.87 6.08 -0.62
H -3.02 5.28 0.48
H -2.98 4.83 -1.23
H 0.28 4.94 -1.68
H -0.74 3.66 -2.39
H 0.72 3.22 -1.48
H 0.09 5.82 0.74
H 0.89 4.32 1.29
H -0.56 4.88 2.12
N 1.03 2.12 5.65
C 0.59 1.62 4.40
C -0.53 0.83 4.26
C -0.95 0.43 2.99
N -0.26 0.77 1.82
C 0.83 1.59 1.99
C 1.28 2.01 3.19
H 0.81 1.49 6.41
H 2.01 2.34 5.66
H -1.09 0.52 5.13
H -1.84 -0.17 2.87
H 1.34 1.86 1.07
H 2.17 2.63 3.23
C 0.63 -0.12 -1.14
Ge 3.30 1.95 -1.05
C 4.17 2.92 -2.63
C 4.07 2.26 -3.86
C 4.56 2.81 -5.04
C 5.17 4.07 -5.02
C 5.29 4.74 -3.81
C 4.79 4.18 -2.64
C 3.93 3.20 0.45
C 4.66 2.76 1.57
C 4.96 3.60 2.64
C 4.51 4.92 2.65
C 3.77 5.38 1.57
C 3.48 4.53 0.51
C 4.86 0.63 -0.86
C 4.59 -0.73 -0.69
C 5.61 -1.68 -0.55
C 6.94 -1.28 -0.59
C 7.23 0.07 -0.78
C 6.21 1.01 -0.92
H 3.60 1.28 -3.90
H 4.46 2.27 -5.97
H 5.54 4.51 -5.94
H 5.77 5.71 -3.79
H 4.91 4.73 -1.71
H 5.03 1.74 1.59
H 5.54 3.22 3.48
H 4.74 5.57 3.48
H 3.40 6.40 1.56
H 2.87 4.91 -0.31
H 3.56 -1.08 -0.72
H 5.35 -2.73 -0.43
H 7.73 -2.00 -0.49
H 8.27 0.39 -0.83
H 6.46 2.05 -1.07
```

The value obtained for the LUMO energy (alpha / beta) is 3.70 / 3.70 eV. Its multiplicity is 3. As for the total charge: -2. The calculation puts the total energy at -191099.5296 eV. Its HOMO energy (alpha / beta) is 0.348 / -0.504 eV.

These are the Mulliken partial charges, in e, on atoms 1 to 99: atom 1 (Ti): -0.488, atom 2 (C): -1.445, atom 3 (N): 0.547, atom 4 (P): 1.217, atom 5 (C): 0.732, atom 6 (C): -0.660, atom 7 (C): -0.818, atom 8 (C): -0.605, atom 9 (C): -0.240, atom 10 (C): -0.920, atom 11 (C): 0.421, atom 12 (C): -0.238, atom 13 (C): -0.908, atom 14 (C): -0.642, atom 15 (C): -0.716, atom 16 (C): -0.372, atom 17 (P): 1.407, atom 18 (C): 0.888, atom 19 (C): -0.539, atom 20 (C): -0.663, atom 21 (C): -0.751, atom 22 (C): -0.621, atom 23 (C): -0.498, atom 24 (C): 0.245, atom 25 (C): -0.456, atom 26 (C): -0.708, atom 27 (C): -0.723, atom 28 (C): -0.705, atom 29 (C): -0.683, atom 30 (H): 0.470, atom 31 (H): 0.236, atom 32 (H): 0.449, atom 33 (H): 0.445, atom 34 (H): 0.332, atom 35 (H): 0.288, atom 36 (H): 0.386, atom 37 (H): -0.105, atom 38 (H): 0.361, atom 39 (H): 0.457, atom 40 (H): 0.349, atom 41 (H): 0.411, atom 42 (H): 0.347, atom 43 (H): -0.054, atom 44 (H): 0.425, atom 45 (H): 0.316, atom 46 (H): 0.407, atom 47 (H): 0.250, atom 48 (H): 0.216, atom 49 (H): 0.485, atom 50 (H): 0.338, atom 51 (H): 0.384, atom 52 (H): 0.395, atom 53 (O): -0.949, atom 54 (C): -0.377, atom 55 (O): -0.254, atom 56 (C): 0.739, atom 57 (C): -0.522, atom 58 (C): -1.835, atom 59 (C): 1.458, atom 60 (C): -0.944, atom 61 (C): -1.143, atom 62 (C): -0.695, atom 63 (C): 0.659, atom 64 (C): 0.344, atom 65 (N): 1.446, atom 66 (H): 0.411, atom 67 (H): 0.285, atom 68 (H): 0.367, atom 69 (H): 0.326, atom 70 (H): 0.399, atom 71 (H): -0.394, atom 72 (C): -1.172, atom 73 (C): 0.858, atom 74 (C): -1.776, atom 75 (C): 0.409, atom 76 (N): 1.324, atom 77 (N): 0.747, atom 78 (C): -1.369, atom 79 (H): 0.434, atom 80 (H): 0.108, atom 81 (H): 0.089, atom 82 (H): 0.457, atom 83 (H): -0.488, atom 84 (H): 0.413, atom 85 (H): -0.067, atom 86 (H): 0.169, atom 87 (C): -1.395, atom 88 (P): 1.930, atom 89 (C): -1.360, atom 90 (C): -1.063, atom 91 (H): 0.464, atom 92 (H): 0.330, atom 93 (H): 0.242, atom 94 (H): 0.571, atom 95 (H): 0.308, atom 96 (H): -0.352, atom 97 (H): 0.454, atom 98 (H): -0.242, atom 99 (H): 0.506

---

Record 2
DFT (ωB97M-V/def2-TZVPD) results for 2 unconnected molecules or ions with the total composition C3H8O2SSi.

```
15
C3H8O2SSi, DFT ωB97M-V/def2-TZVPD
C 0.77 0.54 1.79
C -0.18 -0.12 -0.85
C -1.14 -0.01 -2.08
O 1.24 2.21 -0.49
O -0.10 -1.19 -0.02
Si 0.11 -1.19 1.54
S 0.14 1.49 0.19
H 0.29 1.17 2.58
H 1.82 0.53 1.89
H 1.35 -0.05 -2.03
H -0.98 -0.67 -2.86
H -1.12 1.03 -2.34
H -2.01 -0.26 -1.53
H 1.02 -2.10 2.08
H -1.22 -1.37 2.15
```

The value obtained for the LUMO energy (alpha / beta) is 0.22 / 0.22 eV. Its multiplicity is 1. As for the total charge: 0. The calculation puts the total energy at -26044.1922 eV. Its HOMO energy (alpha / beta) is -8.576 / -8.575 eV.

Which charges does Mulliken predict for the atoms? In e, they are: atom 1 (C): -0.758, atom 2 (C): 0.263, atom 3 (C): -1.066, atom 4 (O): -0.536, atom 5 (O): -0.203, atom 6 (Si): 0.272, atom 7 (S): 0.359, atom 8 (H): 0.366, atom 9 (H): 0.404, atom 10 (H): 0.134, atom 11 (H): 0.306, atom 12 (H): 0.333, atom 13 (H): 0.380, atom 14 (H): -0.136, atom 15 (H): -0.115

---

Please write out number 2 again, unchanged.
DFT (ωB97M-V/def2-TZVPD) results for 2 unconnected molecules or ions with the total composition C3H8O2SSi.

```
15
C3H8O2SSi, DFT ωB97M-V/def2-TZVPD
C 0.77 0.54 1.79
C -0.18 -0.12 -0.85
C -1.14 -0.01 -2.08
O 1.24 2.21 -0.49
O -0.10 -1.19 -0.02
Si 0.11 -1.19 1.54
S 0.14 1.49 0.19
H 0.29 1.17 2.58
H 1.82 0.53 1.89
H 1.35 -0.05 -2.03
H -0.98 -0.67 -2.86
H -1.12 1.03 -2.34
H -2.01 -0.26 -1.53
H 1.02 -2.10 2.08
H -1.22 -1.37 2.15
```

The value obtained for the LUMO energy (alpha / beta) is 0.22 / 0.22 eV. Its multiplicity is 1. As for the total charge: 0. The calculation puts the total energy at -26044.1922 eV. Its HOMO energy (alpha / beta) is -8.576 / -8.575 eV.

Which charges does Mulliken predict for the atoms? In e, they are: atom 1 (C): -0.758, atom 2 (C): 0.263, atom 3 (C): -1.066, atom 4 (O): -0.536, atom 5 (O): -0.203, atom 6 (Si): 0.272, atom 7 (S): 0.359, atom 8 (H): 0.366, atom 9 (H): 0.404, atom 10 (H): 0.134, atom 11 (H): 0.306, atom 12 (H): 0.333, atom 13 (H): 0.380, atom 14 (H): -0.136, atom 15 (H): -0.115